Formula: C36H36BiCl5N12
Source: the Open Molecules 2025 dataset
Level of theory: ωB97M-V/def2-TZVPD

Each line ends with the Mulliken charge.
CARTESIAN COORDINATES (ANGSTROEM)
Bi 0.217 -0.203 0.400  1.93
C 1.798 4.670 -0.033  -0.86
C 1.410 3.558 0.701  -0.01
N 0.237 2.966 0.505  0.17
C -0.564 3.491 -0.427  0.13
C -0.144 4.579 -1.190  -0.52
N 1.031 5.164 -0.997  -0.56
C -1.906 2.872 -0.609  -0.03
C -2.985 3.659 -0.979  -0.97
C -4.243 3.081 -1.093  0.01
C -4.353 1.724 -0.819  -1.05
C -3.223 0.995 -0.468  0.60
N -2.018 1.561 -0.365  0.81
C -3.342 -0.457 -0.141  -0.04
C -4.468 -1.190 -0.513  -0.54
N -4.639 -2.460 -0.179  -0.58
C -3.681 -3.031 0.537  -0.72
C -2.523 -2.344 0.866  -0.49
N -2.348 -1.070 0.520  0.38
C -5.428 3.884 -1.470  0.36
C -5.601 5.175 -0.985  -0.51
C -6.732 5.882 -1.366  -0.44
N -7.660 5.393 -2.182  -0.56
C -7.487 4.161 -2.648  -0.41
C -6.398 3.366 -2.320  -0.55
H 2.744 5.164 0.151  0.46
H 2.057 3.135 1.462  0.38
H -0.761 4.975 -1.988  0.51
H -2.856 4.717 -1.166  0.73
H -5.327 1.258 -0.842  0.81
H -5.247 -0.747 -1.119  0.49
H -3.828 -4.059 0.843  0.45
H -1.723 -2.825 1.412  0.58
H -4.889 5.620 -0.302  0.48
H -6.900 6.886 -0.995  0.38
H -8.253 3.789 -3.318  0.38
H -6.301 2.377 -2.748  0.49
C -1.824 0.905 3.072  -0.80
N -0.529 1.197 3.635  0.25
C -0.420 2.256 4.628  -0.60
C 0.824 1.851 5.402  -0.74
N 1.470 0.872 4.516  0.12
C 2.606 0.164 5.105  -1.05
C 0.601 0.471 3.546  0.43
N 0.797 -0.450 2.600  -0.49
C 2.103 -1.119 2.497  -2.15
C 3.148 -0.263 1.814  -0.34
N 2.688 0.079 0.465  0.09
C 3.462 0.854 -0.273  -0.04
N 4.681 1.398 0.038  0.04
C 5.708 0.829 0.913  -1.11
C 5.226 2.092 -1.140  -0.73
C 4.024 2.251 -2.059  -0.55
N 3.090 1.287 -1.497  0.22
C 1.918 0.856 -2.204  -1.09
H -2.533 0.705 3.879  0.48
H -1.783 0.025 2.442  -0.04
H -2.184 1.750 2.485  0.36
H -1.312 2.283 5.252  0.36
H -0.313 3.226 4.135  0.31
H 0.580 1.380 6.358  0.43
H 1.498 2.684 5.589  0.40
H 2.880 0.708 6.005  0.46
H 3.477 0.152 4.456  0.27
H 2.347 -0.852 5.405  0.39
H 1.962 -2.008 1.892  0.12
H 2.462 -1.478 3.454  0.54
H 4.065 -0.851 1.794  0.66
H 3.333 0.647 2.397  0.61
H 5.462 0.927 1.965  0.32
H 6.618 1.398 0.741  0.46
H 5.919 -0.215 0.673  0.37
H 6.007 1.481 -1.600  0.44
H 5.662 3.045 -0.845  0.39
H 4.252 2.003 -3.095  0.43
H 3.608 3.261 -2.030  0.23
H 2.065 1.022 -3.270  0.40
H 1.016 1.405 -1.912  0.25
H 1.776 -0.216 -2.062  0.44
Cl -0.829 -0.856 -2.437  -0.16
C -0.034 -2.306 -1.843  0.51
C 0.274 -2.389 -0.488  -0.63
C 0.661 -3.647 -0.035  0.54
Cl 0.715 -3.987 1.669  -0.14
C 0.894 -4.714 -0.905  -0.11
Cl 1.418 -6.231 -0.309  -0.15
C 0.683 -4.549 -2.275  0.53
Cl 0.991 -5.829 -3.358  -0.14
C 0.169 -3.342 -2.748  -0.30
Cl -0.211 -3.152 -4.406  -0.16

Forces on atoms 1 to 6 (eV/Å):
-0.17 0.08 -0.04
0.02 0.01 -0.03
-0.02 -0.05 -0.01
0.01 -0.12 0.03
0.06 -0.15 0.05
0.01 0.01 0.00

As for the total charge: +2. As for the spin multiplicity: 1. Its relative energy (zero: lowest compared OMol25 entry of this formula, charge and spin) is 0.000 eV.

***

Formula: C36H36ClN4O4PPtSTe
Source: the Open Molecules 2025 dataset
Level of theory: ωB97M-V/def2-TZVPD

Each line ends with the Mulliken charge.
CARTESIAN COORDINATES (ANGSTROEM)
Pt 1.556 -0.874 0.059  0.60
C -7.838 8.604 -1.448  -0.84
O -7.465 7.521 -2.297  -0.41
C -6.477 6.710 -1.921  0.83
C -5.767 6.835 -0.716  -0.67
C -4.758 5.951 -0.416  -0.35
C -4.428 4.916 -1.305  0.06
C -5.152 4.798 -2.503  -0.05
C -6.156 5.675 -2.813  -0.84
N -3.434 3.972 -1.095  -0.21
N -2.718 4.142 -0.079  -0.25
C -1.729 3.201 0.167  -0.43
C -0.821 3.570 1.154  -0.25
C 0.302 2.821 1.492  -1.01
C 0.556 1.628 0.843  0.71
O 1.633 0.876 1.097  -0.56
C -0.391 1.190 -0.106  0.62
N -0.122 -0.025 -0.655  0.26
C -0.950 -0.593 -1.513  -0.48
C -2.122 0.059 -1.895  -1.11
C -2.410 1.307 -1.386  -0.32
C -1.535 1.927 -0.466  0.49
H -8.635 9.123 -1.969  0.24
H -6.998 9.282 -1.295  0.35
H -8.205 8.233 -0.490  0.35
H -6.011 7.624 -0.020  0.39
H -4.205 6.041 0.508  0.41
H -4.884 3.997 -3.181  0.39
H -6.719 5.605 -3.734  0.42
H -1.018 4.512 1.647  0.52
H 0.999 3.150 2.251  0.56
H -0.681 -1.581 -1.858  0.69
H -2.794 -0.426 -2.587  0.52
H -3.307 1.826 -1.681  0.60
Te 2.986 0.490 -1.614  0.40
C 2.700 -0.452 -3.440  -0.13
C 1.558 -0.715 -4.148  -0.38
C 1.820 -1.294 -5.416  -0.66
C 3.155 -1.447 -5.653  -0.38
S 4.095 -0.917 -4.336  -0.06
H 0.563 -0.471 -3.803  0.63
H 1.053 -1.552 -6.133  0.44
H 3.629 -1.823 -6.546  0.44
C -1.421 -2.857 3.005  -1.84
C -0.169 -2.050 2.839  0.46
O 0.066 -1.532 1.744  -0.51
C 0.756 -1.894 3.978  0.92
C 0.651 -2.695 5.117  -0.73
C 1.555 -2.550 6.155  -0.84
C 2.558 -1.593 6.075  -0.51
C 2.653 -0.771 4.956  -0.75
C 1.760 -0.922 3.913  -0.14
H -2.004 -2.824 2.089  0.37
H -2.012 -2.480 3.840  0.44
H -1.162 -3.894 3.231  0.43
H -0.130 -3.440 5.196  0.44
H 1.472 -3.177 7.033  0.44
H 3.256 -1.475 6.893  0.44
H 3.416 -0.005 4.911  0.49
H 1.804 -0.262 3.056  0.65
C 3.646 -3.590 -1.691  -0.75
P 1.894 -3.923 -1.511  1.13
C 1.761 -5.444 -0.573  -1.26
C 1.222 -4.275 -3.127  -0.88
O 1.102 -2.798 -0.830  -0.93
H 4.081 -4.270 -2.424  0.49
H 4.151 -3.733 -0.735  0.27
H 3.789 -2.565 -2.030  -0.04
H 2.281 -6.252 -1.088  0.42
H 0.709 -5.709 -0.465  0.38
H 2.205 -5.313 0.413  0.28
H 1.817 -5.043 -3.621  0.45
H 1.243 -3.367 -3.729  0.09
H 0.196 -4.631 -3.025  0.39
Cl 7.035 -1.368 1.655  -0.17
C 5.446 -2.005 1.690  -0.36
C 5.149 -3.166 2.387  -0.50
C 3.840 -3.620 2.371  -1.37
C 2.885 -2.914 1.671  -0.40
N 3.180 -1.788 1.001  1.29
C 4.441 -1.339 1.008  -0.17
H 5.925 -3.691 2.927  0.54
H 3.557 -4.515 2.907  0.58
H 1.860 -3.246 1.623  0.88
H 4.661 -0.429 0.471  0.34

Forces on atoms 1 to 6 (eV/Å):
-0.88 0.05 0.80
0.04 -0.07 -0.03
-0.17 0.12 -0.10
0.28 -0.23 0.10
-0.20 0.14 -0.11
0.28 -0.33 -0.10

As for the total charge: +2. As for the spin multiplicity: 1.

***

Formula: C36H36F12O36
Source: the Open Molecules 2025 dataset
Level of theory: ωB97M-V/def2-TZVPD

Each line ends with the Mulliken charge.
CARTESIAN COORDINATES (ANGSTROEM)
C -0.437 5.424 -5.816  -0.35
C -0.401 6.877 -5.346  0.31
O -0.536 6.758 -3.967  -0.32
C -0.855 5.545 -3.603  0.71
O -1.017 5.276 -2.438  -0.58
O -0.949 4.721 -4.665  -0.31
F -1.481 7.574 -5.775  -0.28
H 0.608 5.129 -5.916  0.26
H -0.977 5.245 -6.746  0.30
H 0.524 7.445 -5.452  0.27
C -2.820 1.928 7.822  -0.40
C -3.342 3.083 8.627  0.27
O -3.255 2.611 9.883  -0.31
C -3.286 1.286 9.836  0.70
O -3.452 0.531 10.769  -0.57
O -3.053 0.863 8.630  -0.30
F -4.667 3.261 8.368  -0.29
H -1.753 1.859 7.610  0.30
H -3.374 1.940 6.883  0.27
H -2.732 3.986 8.609  0.33
C 6.047 -4.550 -0.068  -0.46
C 5.745 -6.054 -0.223  0.26
O 5.766 -6.184 -1.592  -0.31
C 5.450 -4.998 -2.176  0.64
O 5.191 -4.904 -3.353  -0.52
O 5.445 -4.035 -1.229  -0.31
F 4.509 -6.210 0.213  -0.28
H 7.127 -4.405 -0.064  0.31
H 5.677 -4.182 0.889  0.33
H 6.439 -6.685 0.333  0.35
C 3.021 6.160 3.408  -0.43
C 1.907 5.118 3.655  0.34
O 1.906 5.109 4.985  -0.28
C 2.491 6.210 5.546  0.68
O 2.352 6.578 6.764  -0.57
O 3.262 6.783 4.646  -0.30
F 2.386 3.944 3.189  -0.30
H 2.651 6.854 2.654  0.25
H 3.970 5.692 3.148  0.29
H 0.937 5.387 3.238  0.32
C -4.068 -1.442 -9.220  -0.53
C -2.827 -1.331 -10.100  0.34
O -1.994 -2.171 -9.327  -0.30
C -2.501 -2.225 -7.981  0.61
O -1.819 -2.625 -7.067  -0.50
O -3.702 -1.613 -7.885  -0.28
F -2.485 -0.042 -10.117  -0.27
H -4.571 -2.350 -9.553  0.29
H -4.916 -0.757 -9.215  0.33
H -2.898 -1.630 -11.146  0.30
C 6.648 4.019 -2.610  -0.34
C 6.508 4.993 -3.712  0.26
O 7.247 6.145 -3.269  -0.30
C 7.104 6.116 -1.926  0.65
O 7.288 7.065 -1.171  -0.55
O 6.557 4.945 -1.554  -0.32
F 5.297 5.452 -3.985  -0.26
H 7.637 3.563 -2.561  0.29
H 5.817 3.314 -2.567  0.29
H 6.910 4.566 -4.630  0.29
C 2.492 -1.219 10.878  -0.37
C 2.770 -0.218 11.939  0.31
O 2.409 -0.890 13.149  -0.32
C 1.778 -2.008 12.842  0.66
O 1.531 -2.911 13.588  -0.53
O 1.620 -2.138 11.549  -0.30
F 1.888 0.767 11.670  -0.27
H 3.466 -1.650 10.644  0.26
H 2.092 -0.867 9.928  0.28
H 3.754 0.238 12.044  0.28
C -0.089 -0.796 -0.401  -0.38
C -1.523 -0.601 0.099  0.34
O -1.361 -0.634 1.469  -0.30
C -0.213 -1.200 1.833  0.69
O 0.082 -1.389 3.036  -0.58
O 0.624 -1.238 0.744  -0.31
F -2.498 -1.551 -0.174  -0.29
H 0.335 0.161 -0.706  0.27
H -0.036 -1.321 -1.355  0.34
H -1.935 0.344 -0.254  0.20
C 3.894 0.912 -10.187  -0.49
C 5.253 1.210 -9.782  0.32
O 5.209 0.812 -8.459  -0.30
C 3.942 0.769 -8.027  0.64
O 3.547 0.741 -6.878  -0.54
O 3.114 0.963 -9.065  -0.28
F 5.479 2.525 -9.818  -0.28
H 3.770 -0.077 -10.626  0.32
H 3.621 1.584 -11.001  0.31
H 6.029 0.772 -10.408  0.30
C 0.759 -7.127 5.281  -0.30
C 2.058 -7.433 5.948  0.32
O 1.732 -7.851 7.274  -0.31
C 0.563 -7.230 7.552  0.67
O 0.057 -7.118 8.649  -0.52
O -0.082 -6.981 6.399  -0.32
F 2.822 -6.361 5.961  -0.28
H 0.335 -7.875 4.612  0.26
H 0.731 -6.141 4.818  0.24
H 2.639 -8.273 5.567  0.26
C -8.539 -8.303 -4.910  -0.36
C -8.114 -9.558 -4.154  0.25
O -7.595 -9.060 -2.966  -0.30
C -7.282 -7.744 -3.121  0.64
O -6.703 -7.061 -2.291  -0.52
O -7.535 -7.380 -4.408  -0.31
F -7.213 -10.271 -4.876  -0.28
H -9.549 -8.067 -4.573  0.29
H -8.497 -8.427 -5.992  0.30
H -8.920 -10.222 -3.841  0.29
C -6.886 4.837 0.742  -0.41
C -7.836 3.835 0.141  0.33
O -7.717 4.147 -1.226  -0.29
C -7.123 5.327 -1.394  0.67
O -6.827 5.813 -2.487  -0.55
O -6.794 5.868 -0.200  -0.30
F -9.105 4.159 0.638  -0.29
H -5.898 4.396 0.875  0.27
H -7.201 5.259 1.697  0.28
H -7.582 2.793 0.333  0.30

Forces on atoms 1 to 6 (eV/Å):
1.11 0.22 0.47
-0.32 -0.09 0.49
0.66 1.67 -0.13
-0.73 -1.41 2.45
-0.01 -0.51 -1.49
-0.18 0.08 -0.45

As for the spin multiplicity: 1. Its relative energy (zero: lowest compared OMol25 entry of this formula, charge and spin) is 6.304 eV. Its SMILES is O=C1OC[C@@H](F)O1.O=C1OC[C@@H](F)O1.O=C1OC[C@@H](F)O1.O=C1OC[C@@H](F)O1.O=C1OC[C@@H](F)O1.O=C1OC[C@@H](F)O1.O=C1OC[C@@H](F)O1.O=C1OC[C@@H](F)O1.O=C1OC[C@@H](F)O1.O=C1OC[C@@H](F)O1.O=C1OC[C@@H](F)O1.O=C1OC[C@@H](F)O1.

***

Formula: C36H37BeN4O5S
Source: the Open Molecules 2025 dataset
Level of theory: ωB97M-V/def2-TZVPD

Each line ends with the Mulliken charge.
CARTESIAN COORDINATES (ANGSTROEM)
Be -1.791 -0.177 0.461  -0.90
O 2.724 2.212 3.840  -0.81
C 2.296 1.146 4.367  0.29
O 2.859 0.327 5.085  -0.71
C 0.897 0.783 3.839  0.04
C 0.597 -0.547 3.576  -0.66
C -0.446 -0.820 2.707  0.78
N -1.181 0.152 2.178  0.38
C -0.976 1.422 2.521  0.60
C 0.058 1.784 3.359  -0.39
C -1.855 2.342 1.769  0.14
C -2.065 3.670 2.099  -0.85
C -2.939 4.411 1.321  -0.61
C -3.573 3.798 0.252  -1.01
C -3.298 2.466 -0.005  0.09
N -2.449 1.750 0.726  0.35
C -0.821 -2.143 2.155  0.41
C -0.360 -3.354 2.638  -0.68
C -0.819 -4.519 2.045  -0.70
C -1.725 -4.432 1.000  -0.88
C -2.123 -3.176 0.575  0.25
N -1.679 -2.053 1.128  0.40
H 1.252 -1.313 3.971  0.55
H 0.318 2.817 3.546  0.40
H -1.569 4.105 2.955  0.45
H -3.131 5.450 1.553  0.45
H -4.273 4.336 -0.371  0.46
H -3.775 1.940 -0.819  0.37
H 0.334 -3.384 3.466  0.47
H -0.481 -5.483 2.401  0.48
H -2.118 -5.317 0.520  0.48
H -2.827 -3.061 -0.238  0.07
C 4.981 1.437 -2.223  -1.04
O 4.340 1.296 -0.964  -0.29
C 5.107 0.920 0.089  0.64
C 6.464 0.637 0.025  -0.55
C 7.144 0.257 1.177  -0.74
C 6.492 0.162 2.394  -1.07
C 5.135 0.445 2.470  -0.14
C 4.450 0.794 1.319  -0.06
N 3.065 1.136 1.421  0.28
C 2.045 0.624 0.808  -1.88
C 1.927 -0.528 -0.038  1.02
C 2.983 -1.434 -0.270  -0.60
C 2.788 -2.600 -0.965  -1.20
C 1.513 -2.889 -1.458  -0.91
C 0.459 -2.031 -1.243  0.60
C 0.621 -0.829 -0.526  0.24
O -0.399 -0.021 -0.331  -0.76
H 4.210 1.757 -2.917  0.22
H 5.401 0.487 -2.559  0.42
H 5.768 2.193 -2.181  0.39
H 6.998 0.718 -0.910  0.46
H 8.202 0.043 1.112  0.40
H 7.032 -0.119 3.287  0.45
H 4.607 0.401 3.416  0.47
H 2.867 1.800 2.216  0.67
H 1.108 1.121 1.029  1.32
H 3.964 -1.221 0.127  0.39
H 3.609 -3.284 -1.127  0.46
H 1.347 -3.801 -2.017  0.50
H -0.520 -2.267 -1.634  0.43
C -6.342 -0.170 -3.447  -1.31
C -5.722 -0.773 -2.191  -0.19
C -4.498 -1.651 -2.468  -1.04
S -2.897 -0.924 -2.085  0.79
O -3.075 -0.432 -0.645  0.12
C -2.950 0.550 -3.115  -1.13
C -1.679 1.383 -2.974  0.63
C -0.471 0.737 -3.639  -1.40
H -7.222 0.420 -3.194  0.38
H -6.658 -0.954 -4.136  0.38
H -5.651 0.480 -3.984  0.27
H -6.467 -1.393 -1.691  0.54
H -5.458 -0.001 -1.464  0.02
H -4.430 -1.964 -3.514  0.62
H -4.506 -2.558 -1.863  0.39
H -3.850 1.100 -2.837  0.31
H -3.072 0.176 -4.136  0.70
H -1.469 1.555 -1.917  -0.50
H -1.882 2.359 -3.421  0.46
H -0.245 -0.236 -3.201  0.23
H 0.414 1.360 -3.515  0.45
H -0.638 0.599 -4.708  0.42

Forces on atoms 1 to 6 (eV/Å):
0.05 -0.04 0.03
0.04 0.04 0.00
-0.02 -0.06 0.02
-0.01 0.02 0.02
-0.01 0.02 0.01
0.01 -0.01 -0.01

As for the total charge: +1. As for the spin multiplicity: 1. Its relative energy (zero: lowest compared OMol25 entry of this formula, charge and spin) is 0.007 eV.

***

What did we get for HOMO-LUMO gap? Answer: 8.09; 4.45; 10.48; 7.59 eV, in the order shown.